Record 1
{
  "formula": "C22H17N2O9S2",
  "method": "ωB97M-V/def2-TZVPD",
  "species": ["S", "S", "O", "O", "O", "O", "O", "O", "O", "O", "O", "N", "N", "C", "C", "C", "C", "C", "C", "C", "C", "C", "C", "C", "C", "C", "C", "C", "C", "C", "C", "C", "C", "C", "C", "H", "H", "H", "H", "H", "H", "H", "H", "H", "H", "H", "H", "H", "H", "H", "H", "H"],
  "coordinates": [[0.867, 0.134, -2.367], [-0.223, -1.997, -0.672], [6.075, 2.603, 1.876], [-1.551, -2.557, -0.741], [0.185, 0.958, -3.337], [-1.301, 2.313, 2.522], [0.629, -2.195, 0.484], [0.508, 1.053, 2.643], [-5.411, -1.000, 2.725], [2.150, 0.532, -1.829], [4.690, 1.364, 3.067], [-0.227, 1.882, 2.021], [4.947, 2.092, 2.083], [1.542, 2.413, 0.467], [-0.231, -0.254, -1.037], [-2.171, 0.227, 0.397], [-1.022, 0.687, -0.409], [-4.325, -0.638, 1.993], [2.571, 1.981, 1.349], [1.535, -4.199, -3.652], [1.956, 3.098, -0.720], [-5.194, -1.718, 3.950], [-4.562, 0.130, 0.826], [1.084, -1.536, -2.989], [-1.962, -0.603, 1.503], [-3.498, 0.554, 0.061], [3.920, 2.378, 1.131], [2.014, -3.182, -4.479], [1.813, -1.842, -4.140], [4.262, 3.173, 0.027], [3.276, 3.496, -0.912], [0.123, 2.235, 0.697], [0.642, -2.542, -2.149], [-3.000, -1.010, 2.327], [0.857, -3.884, -2.470], [3.554, 4.043, -1.815], [5.286, 3.521, -0.066], [-0.970, -0.951, 1.771], [-4.619, -2.643, 3.799], [2.162, -1.025, -4.764], [-5.588, 0.359, 0.537], [-3.655, 1.175, -0.825], [-2.780, -1.602, 3.217], [-0.505, 3.033, 0.259], [0.459, -4.656, -1.816], [-6.194, -1.961, 4.299], [-1.157, 1.629, -0.940], [2.297, 1.370, 2.207], [1.189, 3.308, -1.473], [2.546, -3.420, -5.398], [1.690, -5.244, -3.922], [-4.684, -1.081, 4.685]],
  "forces_ev_per_angstrom": [[-0.59, -0.64, 1.54], [0.45, 1.52, -0.07], [-1.76, -1.02, 0.65], [0.35, -0.31, 0.27], [0.43, 0.13, -0.12], [1.33, -0.47, -0.76], [-0.49, -0.80, -0.44], [-1.68, 1.08, -0.61], [-0.08, -0.32, 0.44], [-0.15, 0.02, -0.86], [0.51, 1.40, -1.88], [-0.62, -0.39, 0.75], [1.71, -0.70, 1.71], [1.85, 0.07, -0.65], [0.45, -1.00, -0.82], [-0.22, -0.22, 0.95], [-0.16, 0.07, -1.39], [1.09, 0.05, -0.37], [0.81, 0.27, -0.22], [-0.16, 0.13, 0.34], [-0.15, -0.15, 0.86], [-0.04, 0.35, -0.50], [-0.10, -0.60, 0.66], [0.44, -0.06, 0.04], [0.01, 0.16, 0.13], [0.83, 0.45, -0.13], [-2.16, 0.76, -1.33], [-0.03, 0.40, 0.09], [-0.44, -0.04, 0.10], [-0.17, -0.18, 0.16], [-0.07, -0.30, 0.15], [-0.39, 0.26, 1.28], [0.00, -0.04, -0.05], [-1.14, 0.26, -0.28], [-0.08, 0.23, -0.17], [-0.11, -0.15, 0.32], [-0.24, -0.11, -0.13], [0.01, 0.35, -0.08], [-0.14, 0.23, -0.06], [0.06, -0.19, -0.01], [0.26, -0.02, 0.17], [-0.11, -0.19, 0.27], [-0.09, 0.20, -0.37], [0.30, -0.51, 0.75], [0.13, 0.06, -0.09], [0.07, -0.03, 0.09], [-0.33, -0.65, -0.29], [0.43, 0.35, -0.40], [0.33, 0.12, 0.22], [-0.09, -0.01, 0.21], [-0.03, 0.28, 0.07], [-0.03, -0.13, -0.14]],
  "nbo_charge": [2.1723, 2.1804, -0.4196, -0.9252, -0.9403, -0.4732, -0.9198, -0.4890, -0.5029, -0.9203, -0.3792, 0.4720, 0.4950, -0.0595, -0.8045, -0.1254, -0.0485, 0.3071, -0.1994, -0.2052, -0.1402, -0.2537, -0.2759, -0.2034, -0.1614, -0.1476, 0.0706, -0.2032, -0.2118, -0.2217, -0.2298, -0.2160, -0.3128, -0.2515, -0.1725, 0.2099, 0.2357, 0.2485, 0.1796, 0.2321, 0.2163, 0.2073, 0.2096, 0.2074, 0.2330, 0.1906, 0.2324, 0.2897, 0.2097, 0.2152, 0.2157, 0.1837],
  "homo_energy_ev": -4.318,
  "charge": -1
}


Record 2
{
  "formula": "C3H8O3Tm",
  "method": "ωB97M-V/def2-TZVPD",
  "species": ["Tm", "O", "O", "O", "C", "C", "C", "H", "H", "H", "H", "H", "H", "H", "H"],
  "coordinates": [[-0.287, -3.261, 2.114], [-0.303, -1.014, 1.230], [0.699, -4.831, 1.080], [-0.686, 1.023, -0.363], [0.767, -0.057, 1.116], [-1.026, 1.576, -1.613], [0.669, 0.575, -0.264], [-0.407, 2.461, -1.831], [0.630, 0.681, 1.915], [-0.893, 0.838, -2.421], [-2.078, 1.881, -1.568], [1.383, 1.413, -0.333], [1.739, -0.541, 1.260], [-1.083, -0.615, 0.766], [0.875, -0.129, -1.088]],
  "forces_ev_per_angstrom": [[1.24, -0.37, -1.94], [-1.13, -2.88, 0.77], [-1.29, 2.21, 1.31], [0.67, -0.87, 1.17], [1.06, 1.29, -0.32], [-0.18, 0.46, -1.04], [-0.48, 0.53, -0.22], [-0.19, -0.26, 0.10], [-0.05, -0.08, -0.29], [-0.05, 0.19, 0.21], [0.33, -0.11, 0.03], [-0.19, -0.23, 0.04], [-0.23, -0.20, -0.07], [0.37, 0.30, -0.07], [0.11, 0.01, 0.33]],
  "nbo_charge": [2.5453, -0.9077, -0.6358, -0.5708, -0.0992, -0.2597, -0.1061, 0.2007, 0.2285, 0.1818, 0.2238, 0.2318, 0.2076, 0.5644, 0.1955],
  "spin_multiplicity": 4,
  "homo_energy_ev": [-16.799, -16.799],
  "de_lowest_kcal_mol": 0.00,
  "charge": 2
}


Record 3
{
  "formula": "C12H13NO",
  "method": "ωB97M-V/def2-TZVPD",
  "species": ["O", "N", "C", "C", "C", "C", "C", "C", "C", "C", "C", "C", "C", "C", "H", "H", "H", "H", "H", "H", "H", "H", "H", "H", "H", "H", "H"],
  "coordinates": [[-1.393, 2.134, 2.500], [3.076, -1.646, -0.150], [-0.820, 1.285, 1.555], [0.443, -1.318, -2.650], [1.226, 0.582, 0.457], [0.590, 1.240, 1.484], [-1.008, -1.277, -2.727], [1.204, -0.716, -1.572], [-0.890, -0.524, -0.212], [-1.689, -1.004, -1.448], [-1.450, 0.397, 0.729], [2.640, -0.986, -1.388], [0.546, -0.217, -0.466], [-2.882, 2.310, 2.863], [3.198, -0.141, -1.413], [-3.642, 3.182, 2.247], [-2.603, 0.455, 0.533], [2.991, -1.804, -2.343], [2.146, 0.236, 0.373], [-2.625, 3.059, 3.838], [4.231, -1.690, 0.320], [2.457, -2.478, 0.045], [1.182, 1.650, 2.343], [0.857, -1.325, -3.674], [-2.798, -0.968, -1.005], [-1.587, -1.852, -3.397], [-3.402, 1.416, 3.160]],
  "forces_ev_per_angstrom": [[-1.72, -0.09, -0.62], [1.50, -1.33, 2.64], [-0.71, -0.65, 0.08], [-0.49, 2.74, -0.10], [-4.08, 0.20, 1.21], [1.48, 0.38, 1.11], [-0.26, -0.10, 6.24], [-1.87, -3.19, -1.68], [1.90, 2.82, -4.48], [1.02, 0.81, 2.58], [-4.25, -0.68, -1.04], [2.59, -5.08, -3.07], [-4.48, -0.70, 0.97], [1.62, 5.34, 1.23], [1.87, 2.69, -0.76], [2.66, -3.15, 0.89], [1.89, 0.06, 1.14], [-0.91, 2.82, 2.14], [4.88, 0.25, 0.81], [-1.09, -2.52, -2.36], [-5.13, 0.15, -2.74], [1.68, 1.12, 0.02], [-0.57, -0.05, -1.08], [0.62, -0.99, 0.83], [2.00, -0.57, -2.37], [-0.26, 0.09, -1.38], [0.08, -0.37, -0.22]],
  "nbo_charge": [-0.5314, -0.9122, 0.2862, -0.1993, -0.2074, -0.2106, -0.2497, -0.0295, -0.0340, -0.1721, -0.2747, -0.2193, -0.0429, -0.2792, 0.1985, 0.2024, 0.2018, 0.1519, 0.2296, 0.2126, 0.4164, 0.3784, 0.2245, 0.2191, 0.2203, 0.2236, 0.1972],
  "smiles": "COc1ccc2c(CN)cccc2c1",
  "homo_energy_ev": -7.721,
  "de_lowest_kcal_mol": 168.13
}


Record 4
{
  "formula": "C16H17N4O2RuS",
  "method": "ωB97M-V/def2-TZVPD",
  "species": ["Ru", "S", "O", "O", "N", "N", "N", "N", "C", "C", "C", "C", "C", "C", "C", "C", "C", "C", "C", "C", "C", "C", "C", "C", "H", "H", "H", "H", "H", "H", "H", "H", "H", "H", "H", "H", "H", "H", "H", "H", "H"],
  "coordinates": [[-0.348, -0.492, 0.003], [-1.020, 3.538, -2.154], [3.041, -2.844, 0.299], [1.228, -1.728, 0.824], [-0.523, 1.396, -0.793], [1.844, -1.806, -1.361], [-2.459, 1.276, -2.103], [0.678, -1.084, -1.709], [-3.503, -2.189, 1.051], [1.573, 2.049, 0.364], [1.350, 4.520, -0.968], [2.410, 4.268, -0.112], [-3.393, -1.564, 3.374], [0.511, 2.294, -0.500], [-2.094, -0.363, 1.756], [2.005, -2.121, -0.049], [3.999, -3.294, -0.675], [-2.603, -1.173, 0.729], [0.408, 3.520, -1.152], [2.518, 3.046, 0.548], [-1.389, 1.915, -1.643], [-2.472, -0.571, 3.075], [-1.964, -1.083, -0.588], [-3.909, -2.370, 2.364], [4.753, -3.827, -0.109], [-4.629, -3.140, 2.609], [-3.715, -1.707, 4.397], [4.457, -2.446, -1.184], [-2.567, 0.283, -1.871], [0.009, -1.699, -2.176], [1.648, 1.109, 0.902], [-2.078, 0.058, 3.861], [3.531, -3.980, -1.382], [2.385, -2.235, -2.094], [1.261, 5.471, -1.477], [3.156, 5.033, 0.049], [-1.450, 0.504, 1.533], [-3.052, 1.702, -2.792], [-3.873, -2.825, 0.258], [0.927, -0.317, -2.329], [3.345, 2.876, 1.224]],
  "forces_ev_per_angstrom": [[0.53, 0.11, -0.19], [-0.02, 0.07, -0.04], [-0.06, 0.03, 0.01], [-0.17, -0.22, 0.02], [-0.27, 0.24, -0.02], [-0.04, 0.05, -0.04], [-0.04, 0.01, -0.09], [-0.03, -0.15, 0.08], [-0.11, -0.13, 0.12], [0.00, 0.02, -0.02], [0.00, -0.01, 0.00], [0.01, 0.01, 0.00], [0.01, 0.00, -0.04], [-0.04, -0.01, 0.03], [-0.04, 0.11, 0.23], [0.14, -0.08, 0.05], [0.00, 0.00, -0.01], [-0.18, -0.21, -0.16], [0.03, 0.03, 0.00], [-0.01, -0.02, 0.00], [0.10, 0.02, 0.04], [0.08, 0.05, 0.07], [0.15, -0.07, 0.02], [0.07, 0.06, -0.08], [0.00, 0.00, 0.00], [0.00, -0.01, -0.02], [0.00, 0.00, 0.00], [0.00, 0.01, 0.00], [0.02, -0.07, 0.02], [-0.07, 0.06, -0.04], [0.01, 0.00, 0.01], [0.00, 0.00, -0.01], [0.00, 0.00, 0.00], [-0.02, -0.03, -0.01], [0.00, 0.00, 0.00], [0.00, 0.00, 0.00], [-0.06, 0.10, -0.02], [-0.02, 0.02, 0.02], [-0.01, 0.00, 0.02], [0.07, 0.04, 0.04], [0.00, 0.00, -0.01]],
  "nbo_charge": [0.5429, 0.4076, -0.4474, -0.6258, -0.5490, -0.4855, -0.7857, -0.5312, -0.2053, -0.2760, -0.1897, -0.2091, -0.1941, 0.1862, -0.2896, 0.9132, -0.2782, -0.1246, -0.2450, -0.1743, 0.3103, -0.1666, -0.1765, -0.1789, 0.2390, 0.2279, 0.2286, 0.1961, 0.4392, 0.4189, 0.2188, 0.2257, 0.1928, 0.4143, 0.2359, 0.2327, 0.2256, 0.4163, 0.2291, 0.4035, 0.2281],
  "homo_energy_ev": -10.366,
  "de_lowest_kcal_mol": 19.10,
  "charge": 1
}